Formula: C38H61N2O5Pt
Source: the OMol25 dataset
Level of theory: ωB97M-V with the def2-TZVPD basis set

Atoms and positions in Å:
Pt (1.19308, -1.07561, 0.95536)
O (-1.07857, -1.38159, 2.28745)
O (1.14891, -1.01056, 5.03688)
O (-0.37408, 1.11373, 1.07921)
O (0.30611, -2.79046, -0.13796)
O (1.52145, -1.09411, 2.89432)
N (3.47193, -1.35007, 0.72527)
N (1.47327, -0.22787, -1.17519)
C (-2.83945, -5.65768, -0.89702)
C (-1.04925, -5.02634, 0.68880)
C (-0.76167, -1.61753, 3.65101)
C (-0.45158, -2.69660, -1.14339)
C (-3.18569, -3.73667, 0.72203)
C (-2.63402, -1.12495, -5.55990)
C (1.30604, 6.01660, -2.20247)
C (-1.70186, -3.46112, -1.24029)
C (0.85227, 2.16388, -0.58174)
C (-3.22857, -1.99311, -4.43734)
C (1.45121, 3.30273, -1.03132)
C (-2.55356, -3.11755, -2.26661)
C (0.26992, 2.13154, 0.74231)
C (0.44949, 3.31381, 1.59987)
C (1.08271, 4.43627, 1.06606)
C (1.26029, -1.23400, -2.24573)
C (-2.23325, -2.23159, -3.32288)
C (2.14388, 5.72523, -0.92681)
C (3.81372, -1.04190, -0.67376)
C (-1.64867, -0.83274, 4.57565)
C (3.72832, -2.74920, 1.08017)
C (0.65242, 2.21748, 3.83803)
C (-0.10124, -1.82976, -2.24859)
C (-0.01823, 4.62829, 3.74184)
C (1.56530, 4.49179, -0.25541)
C (-3.64853, -3.34979, -5.06334)
C (-2.17668, -4.46803, -0.18216)
C (0.74988, -1.17583, 3.91625)
C (2.92045, 0.11291, -1.21183)
C (3.60434, 5.44692, -1.32737)
C (-0.81875, -3.10204, 3.87582)
C (-4.44654, -1.28625, -3.83523)
C (2.11619, 6.94448, -0.00165)
C (0.64295, 0.96944, -1.49022)
C (-1.58867, 2.88289, 2.96959)
C (-0.10347, 3.27812, 3.01778)
C (-0.93464, -1.65695, -3.31154)
C (4.09005, -0.40193, 1.65030)
H (-1.75515, -1.57537, -6.02682)
H (0.65767, 1.27316, 3.26003)
H (-2.70532, -2.88671, 1.20594)
H (-2.80716, -3.79982, -5.58814)
H (1.73797, 6.87211, -2.70516)
H (3.80531, 0.60059, 1.34696)
H (-2.13898, 3.47162, 2.21824)
H (3.20176, 0.40686, -2.22096)
H (-4.45485, -3.20244, -5.76920)
H (1.27404, 5.17357, -2.93223)
H (-3.53907, -3.55192, -2.27553)
H (1.98754, -2.03620, -2.08239)
H (-3.37766, -1.02611, -6.34158)
H (0.89160, 1.29204, -2.52134)
H (-1.57251, 0.25756, 4.47140)
H (-1.73734, 1.82530, 2.78901)
H (1.11038, 7.19298, 0.32955)
H (-1.33302, -1.08837, 5.58247)
H (-2.68767, -1.18516, 4.41967)
H (-0.53430, 5.43919, 3.19998)
H (-1.43883, -5.86671, 1.27875)
H (-0.06627, -3.65343, 3.30500)
H (1.45994, -0.78788, -3.22060)
H (-1.15175, -0.42189, 2.13012)
H (-1.81682, -3.46079, 3.62061)
H (0.18776, 2.07535, 4.80871)
H (2.76307, 6.81570, 0.87056)
H (-3.62150, -5.34112, -1.56623)
H (3.09045, 0.94183, -0.53020)
H (-0.64259, -3.24982, 4.94792)
H (-5.14403, -1.02760, -4.61847)
H (1.00721, 4.95046, 3.92933)
H (3.71445, -0.54446, 2.66229)
H (-4.15465, -0.34851, -3.36582)
H (4.87165, -0.75022, -0.78249)
H (-2.37836, -0.11790, -5.21922)
H (3.66155, 4.60830, -2.01054)
H (-4.05997, -3.38190, 0.15511)
H (-0.45547, 4.52256, 4.74744)
H (1.83116, 3.31756, -2.03916)
H (0.27169, 6.27607, -1.93610)
H (-2.10068, -6.21043, -1.48421)
H (4.77703, -3.05382, 0.97925)
H (-3.27668, -6.32672, -0.15395)
H (1.68094, 2.53622, 4.01646)
H (4.20189, 5.25576, -0.44761)
H (-2.05132, 3.12332, 3.93626)
H (-3.53177, -4.42204, 1.51196)
H (3.41894, -2.91349, 2.11511)
H (-0.60729, -1.10208, -4.18251)
H (2.48442, 7.79886, -0.56870)
H (1.17200, 5.31826, 1.71027)
H (-0.40065, 0.65443, -1.42961)
H (3.67593, -1.93723, -1.24376)
H (-0.22915, -5.42844, 0.09971)
H (-0.68091, -4.25942, 1.38509)
H (-4.00837, -4.06221, -4.31470)
H (3.99111, 6.34257, -1.81602)
H (5.17899, -0.48555, 1.64790)
H (-4.97148, -1.89954, -3.09752)
H (3.08790, -3.39121, 0.46543)

Atoms 1-2, force components in eV/Å:
0.09 0.02 -1.48
-0.20 0.48 -0.80

Properties
electronic energy	-56853.1571	eV
charge	+1
Kohn-Sham gap (alpha / beta)	8.3931 / 5.9922	eV
expectation value of S²	6.071
F_max	0.0427	hartree/bohr
2S+1	5


Formula: C4H6FN3
Source: the OMol25 dataset
Level of theory: ωB97M-V with the def2-TZVPD basis set

Atoms and positions in Å:
F (-0.42726, 1.99990, -0.05128)
N (-0.21825, -1.03693, 0.45296)
N (3.23286, -0.83636, -0.36168)
N (-1.44287, -1.47970, 0.12317)
C (0.69724, 1.38812, 0.32336)
C (2.02966, -0.62001, 0.05710)
C (0.67632, -0.14255, -0.11910)
C (-2.23696, -0.48069, -0.35974)
H (0.16082, -1.70395, 1.26270)
H (-1.87844, 0.70251, -0.69000)
H (1.56538, 1.78192, -0.30475)
H (0.35952, -0.17902, -1.20173)
H (-3.29993, -0.90207, -0.57246)
H (0.78191, 1.50884, 1.44143)

Atoms 1-2, force components in eV/Å:
-1.43 0.95 -0.58
1.53 -4.52 5.43

Properties
electronic energy	-11427.8956	eV
Kohn-Sham gap	8.8244	eV
SMILES	C=NN[C@H](C#N)CF
F_max	0.2484	hartree/bohr
2S+1	1


Formula: C33H43CrN5P2
Source: the OMol25 dataset
Level of theory: ωB97M-V with the def2-TZVPD basis set

Atoms and positions in Å:
Cr (-0.19003, 0.45009, -0.76103)
P (-1.60007, -0.92806, -2.04585)
P (1.51595, -0.36028, -2.07860)
N (-2.39586, 0.46546, -2.81842)
N (-1.05296, -0.09611, 1.05943)
N (2.67661, -1.54895, -1.56561)
N (-2.98846, -1.89224, -1.75683)
N (2.52459, 0.86749, -2.80580)
C (0.31701, -0.40154, -7.41049)
C (4.08285, -2.58240, -0.11976)
C (-0.96174, 2.25081, -7.98552)
C (0.47028, 2.50940, -7.48022)
C (-2.84920, 2.63755, -3.24437)
C (-0.71075, -1.73292, -3.41047)
C (-1.61210, -1.11221, 3.00300)
C (2.75884, -2.89877, -1.93075)
C (-3.49666, 1.84170, -4.23284)
C (3.65620, 0.69519, -3.60754)
C (2.42569, 2.23140, -2.49304)
C (1.31949, 1.25450, 0.45046)
C (3.64352, -3.54670, -1.08166)
C (-1.95076, 1.59576, -7.05677)
C (3.47043, -1.37547, -0.42214)
C (-1.92611, 0.72630, 1.71965)
C (3.54191, 2.88616, -3.00111)
C (-2.12457, 0.27308, -6.90926)
C (-2.31573, 0.11084, 2.92941)
C (-2.27538, 2.03528, 1.16546)
C (0.71323, -1.14678, -3.52224)
C (0.10268, -2.28824, 1.45840)
C (-3.17720, -2.57801, -0.54878)
C (-1.20916, -0.75421, -7.48778)
C (-4.11831, -2.11603, -2.55621)
C (0.82645, 1.74764, -6.22623)
C (-0.83779, -1.21621, 1.82277)
C (-3.14234, 0.52378, -3.98168)
C (0.86703, 0.40974, -6.27191)
C (-2.19074, 1.77765, -2.36754)
C (4.32322, 1.91600, -3.71589)
C (-5.02020, -2.89423, -1.84473)
C (-4.42287, -3.18924, -0.57322)
H (-1.41890, 2.53821, 0.66386)
H (-5.99172, -3.19884, -2.20651)
H (1.57829, -0.14956, -5.65587)
H (-0.90019, 1.70004, -8.93439)
H (-2.63598, 2.69571, 1.96292)
H (-2.85196, 3.72085, -3.21735)
H (3.77280, 3.93228, -2.84119)
H (1.14806, -1.95548, 1.34290)
H (1.40274, -1.88969, -3.94777)
H (-0.70120, -2.82456, -3.25489)
H (-0.19625, -2.84055, 0.55228)
H (-4.20254, -1.68236, -3.53602)
H (-3.33115, -0.37607, -4.54667)
H (3.94646, -4.58642, -1.13915)
H (-1.36961, 3.24212, -8.20870)
H (-1.66351, 1.97998, -1.41106)
H (1.13976, 2.35387, -5.37084)
H (0.08794, -2.99544, 2.29685)
H (2.21174, -3.28015, -2.78004)
H (4.76025, -2.75150, 0.70678)
H (-4.11021, 2.17974, -5.06206)
H (-1.40444, -1.74662, -7.02806)
H (3.91242, -0.26701, -4.02254)
H (2.10265, 1.81109, -0.08792)
H (-3.09411, 1.94520, 0.42794)
H (-1.25800, -1.57688, -4.35403)
H (-2.41861, -2.53856, 0.22280)
H (-1.40737, -0.91664, -8.57282)
H (0.56225, 0.06355, -8.38491)
H (1.17271, 2.19221, -8.28292)
H (-4.87700, -3.77239, 0.21882)
H (1.81060, 0.44857, 1.03109)
H (1.60571, 2.59908, -1.88676)
H (0.64069, 3.59479, -7.34525)
H (-3.05140, -0.14718, -6.51121)
H (-2.58812, 2.28899, -6.50768)
H (-3.02421, 0.52752, 3.63332)
H (-1.62635, -1.86263, 3.78652)
H (0.85286, -1.36239, -7.36241)
H (5.26707, 2.10235, -4.21629)
H (0.61867, -0.27636, -4.18191)
H (3.55427, -0.39658, 0.02883)
H (0.81651, 1.95677, 1.14918)

Atoms 1-2, force components in eV/Å:
0.61 -0.54 3.25
-2.11 0.65 -1.08

Properties
electronic energy	-89363.7084	eV
Kohn-Sham gap (alpha / beta)	6.5275 / 5.9968	eV
expectation value of S²	6.054
F_max	0.0652	hartree/bohr
2S+1	5


Formula: C32H32AsF38O16
Source: the OMol25 dataset
Level of theory: ωB97M-V with the def2-TZVPD basis set

Atoms and positions in Å:
As (-0.37067, -0.47401, -1.88817)
F (-2.85281, 4.48494, 4.82729)
F (7.98898, 2.16939, -7.20844)
F (-3.30778, 2.86546, 1.45618)
F (0.64712, -1.88966, 7.62803)
F (0.47245, -1.15540, -0.52081)
F (4.01779, 0.05268, -2.00162)
F (0.19901, 0.08688, 8.44687)
F (-4.67186, -0.33558, 0.71040)
F (2.16269, 4.51146, 1.00296)
F (6.47117, 1.64396, -9.12571)
F (-1.82817, 2.56523, 5.02000)
F (2.99022, 3.34608, 3.31631)
F (1.02685, 0.49298, -2.20409)
F (-4.19216, 0.67376, 2.57742)
F (3.53331, 1.89833, -3.10901)
F (2.75567, -0.24663, 7.67866)
F (-1.82702, -1.28218, -1.54926)
F (3.33931, 2.67242, 0.74226)
F (1.84712, 1.29046, 6.54317)
F (-1.81620, -1.35993, 1.89643)
F (-0.60728, 0.46248, 2.37228)
F (-0.38351, 5.62009, 4.01796)
F (-5.11154, 2.39578, -3.32497)
F (-1.61664, -2.36558, 4.36986)
F (-1.81943, 3.57209, -2.74166)
F (5.97308, -0.52464, -4.16065)
F (-1.01564, 0.81265, -0.81331)
F (-5.39328, 2.64947, 1.07861)
F (-2.33282, -0.28931, 4.49619)
F (-4.38692, 4.46708, -3.30777)
F (-1.07443, 0.24271, -3.31025)
F (5.75054, 3.38399, -7.94848)
F (-0.48072, 4.66238, 6.03488)
F (6.03079, 1.30603, -2.94174)
F (6.89158, 0.22416, -6.88298)
F (0.13607, -1.79151, -2.87250)
F (2.20350, 1.41368, 2.89897)
F (-2.69470, 2.43236, -4.43934)
O (-0.23432, -0.79101, 5.04601)
O (-3.88827, -9.22848, 5.24952)
O (-4.63914, -7.65548, 3.80163)
O (0.74928, 2.72062, -7.03525)
O (2.17074, -2.69838, 2.31294)
O (4.07267, -1.71692, 2.53424)
O (2.77891, -2.01663, 4.36450)
O (5.27607, 1.43556, -5.02121)
O (-4.01261, 2.14088, -0.56964)
O (-2.54369, -8.32644, 3.71365)
O (1.98633, 1.67031, -5.57505)
O (-3.20265, -5.20811, -1.99596)
O (-5.32732, -4.86665, -1.49722)
O (2.70283, 1.94578, -7.64671)
O (-4.35921, -6.68706, -0.69790)
O (0.78029, 3.14098, 3.05658)
C (1.99979, 2.73451, 2.67994)
C (6.79542, 1.59644, -6.83912)
C (-3.66712, -8.45892, 4.34933)
C (2.97382, -2.12015, 3.16459)
C (-3.51901, -4.01529, -2.64431)
C (-4.39610, 3.34042, -1.28015)
C (2.72206, -2.71235, 0.99105)
C (0.44091, -0.58770, 7.33242)
C (-0.12558, 2.61725, -5.96092)
C (0.76760, 3.57695, 4.37073)
C (3.76855, -1.65316, 1.09934)
C (-0.79638, -0.85595, 2.66949)
C (6.45080, 2.08504, -5.47603)
C (-0.68246, -0.43000, 6.32060)
C (2.13808, 3.08003, 1.16960)
C (-0.47586, 4.42078, 4.68855)
C (-2.73315, -7.50767, 2.52270)
C (0.78579, 2.04115, -4.86647)
C (-4.22255, 2.11617, 0.78672)
C (1.83797, -0.07541, 6.74770)
C (-3.90200, 0.67148, 1.28862)
C (-4.18829, 3.24279, -2.76494)
C (-4.03296, -6.67748, 2.89028)
C (5.88551, 1.96857, -7.98666)
C (-4.26724, -5.68204, -1.34476)
C (-4.90863, -3.67579, -2.16546)
C (3.90333, 0.58729, -3.26452)
C (1.87777, 2.13106, -6.77612)
C (-1.24234, -1.03857, 4.15315)
C (5.32816, 0.67337, -3.92216)
C (-2.77110, 2.68171, -3.12238)
C (-1.82735, 3.77648, 4.37145)
H (-3.56790, -4.11594, -3.72314)
H (-2.71914, -3.20331, -2.46072)
H (-1.57960, -0.99267, 6.67171)
H (-1.81102, -6.98887, 2.38591)
H (-1.11544, 0.59180, 6.27841)
H (7.31627, 1.91045, -4.82776)
H (-2.91729, 0.36102, 1.03352)
H (1.95226, -2.40267, 0.29038)
H (-2.85218, -8.10710, 1.57520)
H (0.37914, 1.16594, -4.36333)
H (4.65016, -1.84704, 0.55762)
H (3.17427, -3.66057, 0.76723)
H (-5.44503, 3.69666, -1.18806)
H (0.18048, -1.30547, 2.51779)
H (-5.03340, -2.78711, -1.55366)
H (1.37416, 2.69642, 0.56437)
H (-5.62032, -3.59028, -3.04741)
H (2.13568, -0.53467, 5.78995)
H (4.90038, 1.47821, -7.94685)
H (-0.90911, 1.99320, -6.19186)
H (-4.71911, -6.46386, 2.08796)
H (3.39995, -0.65450, 0.81741)
H (-0.53324, 3.56122, -5.66994)
H (1.01638, 2.75256, -4.11340)
H (0.87910, 2.87780, 5.21032)
H (-3.80517, 4.16171, -0.93075)
H (1.52119, 4.29843, 4.54482)
H (-1.96816, 3.58439, 3.28889)
H (6.21925, 3.10321, -5.47877)
H (3.11295, 0.02762, -3.71994)
H (-2.70819, 1.75271, -2.54452)
H (-3.78834, -5.75378, 3.39224)

Atoms 1-2, force components in eV/Å:
0.08 1.14 0.85
-0.37 0.58 0.35

Properties
electronic energy	-230573.5794	eV
charge	-1
Kohn-Sham gap	11.1280	eV
F_max	0.0810	hartree/bohr
2S+1	1